12
Properties=species:S:1:pos:R:3:forces:R:3 method="wB97M-V/def2-TZVPD" gap_ev=7.3373 e_tot_ha=-451.76925 de_lowest_kj_mol=552.67 charge=0 largest_force_ha_per_bohr=0.179
O -2.958 -0.452 0.283 3.7 -2.9 -2.1
O -0.888 -1.679 -0.317 -0.3 1.6 1.4
O 1.512 -1.985 0.063 0.9 5.4 2.2
N -1.092 0.493 -0.188 -2.1 6.8 -2.1
N 1.052 1.407 -0.095 2.6 3.3 1.7
C 0.221 0.320 -0.047 2.3 -1.3 -1.4
C -1.721 -0.595 -0.087 -8.3 -3.4 2.2
C 0.343 -1.027 -0.178 4.5 -2.1 1.2
H -1.808 1.173 -0.690 2.9 -0.8 1.8
H 0.806 2.388 0.405 0.2 -3.6 -1.3
H 2.446 -1.287 0.778 -4.4 -3.0 -3.1
H 2.088 1.244 0.071 -2.1 0.0 -0.4

***

100
Properties=species:S:1:pos:R:3:forces:R:3 method="wB97M-V/def2-TZVPD" gap_ev=9.5433 e_tot_ha=-2305.39870 charge=0 largest_force_ha_per_bohr=0.111
P 1.913 1.291 -2.722 -0.4 2.4 -0.2
O 6.915 -0.776 -1.067 0.1 -0.2 -0.2
O 2.449 2.471 -2.004 0.1 -0.6 0.3
O 2.187 -0.107 -1.924 0.0 1.3 -1.0
O -5.557 -2.306 2.329 0.0 -0.2 0.0
O -2.094 1.512 -0.337 0.5 -0.3 -0.4
O 9.854 -1.055 -1.103 -0.2 0.2 0.0
O -1.213 -1.697 5.898 0.2 0.2 -0.1
O 2.536 1.311 -4.230 -0.6 -1.1 1.0
O -5.317 -4.783 3.916 0.2 0.2 0.0
O -0.767 -0.277 3.345 0.0 -0.2 0.0
N -5.294 -1.067 -2.700 -3.1 -2.9 -0.6
N -2.564 -1.906 -0.194 0.8 -2.5 0.7
C -2.040 -0.661 5.381 -0.2 -0.4 0.0
C 3.188 -1.273 -0.017 -0.1 0.3 -0.5
C -3.912 -4.595 3.970 -0.1 -0.1 0.0
C -2.227 0.381 -3.346 0.6 0.1 0.0
C -6.596 -2.882 3.108 0.2 0.4 0.2
C -4.050 2.109 -2.745 0.7 -0.2 -0.5
C -3.130 3.354 -2.530 -0.9 0.5 -0.5
C -0.769 0.248 -2.811 0.9 0.4 -0.8
C -5.280 -3.044 1.145 0.1 0.1 0.0
C 0.035 -1.215 6.368 -0.1 -0.1 0.1
C -2.841 -0.831 -0.393 -0.1 4.1 -1.5
C -4.495 -0.295 -2.586 4.2 3.8 1.1
C 4.142 3.192 -4.567 0.1 -0.5 0.0
C -4.462 3.835 -0.305 -0.6 1.0 -0.3
C 6.855 -1.352 -2.362 -0.1 0.1 0.0
C -2.332 5.040 -0.837 -0.2 -0.8 0.1
C -2.039 -0.659 3.865 0.1 0.4 0.0
C -0.018 -1.387 2.873 0.0 0.1 -0.1
C 9.053 -0.967 0.069 0.2 -0.4 -0.1
C 7.676 -1.561 -0.157 -0.2 0.4 0.2
C 3.942 1.675 -4.253 0.4 0.4 -0.2
C -3.631 4.408 -1.486 1.7 0.0 1.2
C -6.039 -3.623 4.310 -0.3 -0.4 -0.2
C 0.082 1.580 -2.907 -0.3 -1.5 0.6
C 2.696 0.108 -0.589 0.5 -1.7 1.7
C -3.075 0.622 -0.819 -1.3 -0.9 1.4
C 9.950 0.180 -1.793 0.1 -0.1 0.0
C -3.384 0.734 -2.336 -1.1 -0.6 -1.1
H -2.763 0.083 3.514 -0.1 0.0 0.0
H 0.530 -0.583 5.627 0.0 0.0 0.0
H -3.951 3.049 0.277 -0.2 0.2 -0.5
H -1.527 1.098 0.331 -0.3 0.0 -0.1
H 3.192 3.685 -4.842 0.4 -0.4 0.3
H -0.245 -0.483 -3.465 -0.5 0.2 0.4
H 8.978 0.068 0.414 -0.1 0.0 0.0
H -0.170 2.200 -2.023 0.4 -0.2 -0.6
H -3.578 -4.552 5.012 0.1 0.1 0.0
H 0.027 -2.186 3.617 0.0 0.0 0.0
H -1.735 0.314 5.772 0.0 0.0 -0.1
H 7.849 -1.623 -2.727 0.0 0.0 0.0
H 2.830 -2.102 -0.658 0.0 0.4 0.4
H -4.021 0.898 -0.295 0.3 -0.2 -0.5
H 1.882 0.430 0.094 0.4 0.3 -0.7
H 4.816 3.275 -5.440 -0.2 0.1 0.5
H -6.094 -2.919 0.423 0.0 -0.1 0.0
H 4.428 1.082 -5.049 -0.5 0.1 0.4
H 8.966 0.626 -1.962 0.0 0.0 0.0
H -4.362 -2.649 0.713 -0.3 -0.1 0.2
H -0.156 2.154 -3.819 0.4 -0.3 0.3
H 6.424 -0.615 -3.040 0.0 0.0 0.1
H -5.413 -2.961 4.917 0.0 0.0 -0.1
H 4.580 3.703 -3.694 -0.3 -0.1 -0.5
H -4.204 2.012 -3.842 -0.1 -0.1 0.7
H -3.606 -3.686 3.446 0.0 0.0 0.0
H -2.214 1.175 -4.123 0.0 -0.4 0.5
H -4.633 4.677 0.402 0.0 -0.5 -0.3
H -7.221 -3.544 2.500 0.1 -0.1 0.0
H -7.225 -2.059 3.464 0.0 0.0 0.0
H -3.057 -0.863 5.731 0.0 0.1 0.0
H -0.453 -1.766 1.943 0.0 -0.1 0.0
H -0.652 -0.135 -1.783 -0.4 0.0 -0.5
H 4.378 1.388 -3.277 0.0 0.3 -0.6
H 6.213 -2.239 -2.351 0.0 -0.1 -0.1
H -2.104 3.039 -2.283 -0.6 0.1 0.0
H -4.158 5.266 -1.949 -0.1 -0.8 0.0
H -2.565 5.477 0.156 0.1 0.2 -0.8
H -5.060 2.188 -2.309 0.6 0.1 0.0
H 4.293 -1.311 -0.016 -0.5 0.0 0.1
H 3.559 0.789 -0.550 -0.8 0.1 -0.3
H 7.134 -1.563 0.795 0.0 0.0 0.0
H -1.817 5.749 -1.508 -0.3 -0.2 0.4
H -5.476 3.535 -0.645 0.6 -0.2 0.3
H -2.343 -1.635 3.475 0.0 0.0 0.0
H 2.800 -1.403 1.011 0.3 -0.1 -0.6
H 10.579 0.877 -1.229 -0.1 0.1 0.0
H -3.440 -5.452 3.489 -0.1 0.0 0.0
H 0.997 -1.044 2.669 0.0 0.1 0.0
H 0.671 -2.075 6.576 -0.1 0.0 0.0
H -5.137 -4.107 1.357 -0.1 0.0 0.0
H 9.563 -1.546 0.846 0.0 0.0 0.0
H -6.873 -3.963 4.931 0.0 0.1 0.0
H 7.751 -2.597 -0.503 0.1 0.0 0.0
H 10.419 -0.009 -2.758 0.0 -0.1 0.1
H -1.620 4.213 -0.618 -0.4 0.5 -0.1
H -0.105 -0.652 7.297 0.1 0.1 0.0
H -3.058 3.883 -3.506 0.1 -0.3 0.5
H -2.474 -0.547 -3.900 0.0 0.4 0.5

***

79
Properties=species:S:1:pos:R:3:forces:R:3 method="wB97M-V/def2-TZVPD" s_squared=0.92 gap_ev="6.9092 / 6.2220" e_tot_ha=-3750.94454 de_lowest_kj_mol=70.76 spin_multiplicity=2 charge=+1 largest_force_ha_per_bohr=0.023
V -0.043 0.019 -0.147 -1.1 0.4 0.0
Cl 2.030 -0.532 1.925 0.0 -0.2 0.1
Cl 0.461 0.886 3.953 -0.1 0.0 0.1
O 0.342 -1.915 -0.290 -0.2 0.3 0.5
O 0.341 -6.467 -6.408 0.0 0.0 0.0
N 1.736 0.057 -1.368 0.0 -0.1 0.0
N -1.960 1.518 -0.274 0.4 -0.4 -0.1
N -1.768 -0.708 1.111 0.3 -0.2 -0.2
N 0.444 2.097 0.699 0.1 -0.2 0.0
N -0.916 0.088 -2.190 0.2 -0.2 0.1
N 4.825 -3.927 -4.316 0.0 -0.3 -0.1
N 4.822 -3.138 -3.370 -0.3 0.3 0.2
C -3.898 -2.198 2.063 0.1 0.0 0.0
C -0.549 2.819 1.225 0.0 0.1 -0.1
C -3.146 0.663 -0.302 -0.2 0.1 0.1
C 3.621 -2.875 -2.608 0.4 0.0 -0.1
C 1.812 -3.570 -1.159 0.2 0.1 -0.1
C 2.169 -1.225 -1.592 0.0 0.0 0.1
C 3.622 -4.561 -4.792 0.3 -0.1 0.0
C 1.374 -4.546 -5.601 0.0 0.1 0.0
C 3.271 -1.514 -2.410 0.2 -0.2 -0.1
C 0.982 4.281 2.325 0.1 0.0 0.0
C 2.921 -3.867 -1.975 -0.2 0.2 0.2
C -2.608 -2.448 2.508 -0.1 0.0 0.0
C -4.104 -1.181 1.144 0.1 0.0 0.0
C 2.647 -6.595 -5.646 0.0 0.1 0.0
C -1.765 2.238 -1.528 -0.1 0.1 -0.1
C 1.943 -0.007 3.623 0.1 -0.1 -0.1
C 2.443 -3.872 -5.051 -0.2 0.0 -0.2
C -1.351 1.274 -2.614 -0.2 0.2 0.0
C -0.320 3.916 2.044 0.0 -0.1 -0.1
C 2.020 3.552 1.760 -0.1 0.0 0.0
C 3.469 0.836 -2.831 -0.1 0.0 0.1
C -0.660 -0.860 -3.098 0.0 -0.1 0.0
C 3.939 -0.432 -3.029 0.0 0.0 0.0
C 1.704 2.474 0.958 0.0 0.1 0.0
C 3.732 -5.901 -5.124 -0.1 0.1 0.0
C -0.766 -0.635 -4.456 0.0 0.0 0.0
C 2.356 1.033 -1.991 0.1 0.1 -0.1
C -3.010 -0.463 0.693 0.0 0.2 0.1
C -1.155 0.622 -4.899 0.0 0.0 0.1
C 1.460 -5.910 -5.884 0.0 0.0 0.0
C 0.373 -7.853 -6.697 0.0 -0.1 0.0
C 1.405 -2.263 -0.969 0.3 -0.2 -0.3
C -1.473 1.588 -3.959 0.0 -0.1 0.0
C -1.575 -1.680 2.004 0.0 -0.1 0.1
C -1.950 2.384 0.886 -0.1 0.3 0.1
H 1.186 5.129 2.965 0.0 0.0 0.0
H -0.549 -1.853 2.299 0.0 0.0 0.0
H 1.109 -8.076 -7.473 0.0 0.0 0.0
H 1.965 -0.898 4.240 0.0 0.0 0.0
H 2.361 -2.813 -4.837 0.0 0.0 0.0
H 4.676 -6.405 -4.968 0.0 0.0 0.0
H 1.258 -4.370 -0.687 0.0 0.0 0.0
H 0.448 -4.035 -5.831 0.0 0.0 0.0
H -5.094 -0.944 0.779 0.0 0.0 0.0
H -3.262 0.252 -1.305 0.0 0.0 0.0
H -1.157 4.470 2.447 0.0 0.0 0.0
H -0.548 -1.436 -5.147 0.0 0.0 0.0
H 4.802 -0.624 -3.652 0.0 0.0 0.0
H -2.576 3.277 0.741 0.0 -0.1 0.0
H 3.207 -4.901 -2.110 0.0 0.0 0.0
H 3.055 3.810 1.930 0.0 0.0 0.0
H -1.228 0.837 -5.957 0.0 0.0 0.0
H -0.359 -1.820 -2.699 0.0 0.0 -0.1
H 2.476 1.870 0.503 0.0 0.0 0.0
H 2.753 -7.643 -5.882 0.0 0.0 0.0
H -1.004 3.007 -1.376 0.0 -0.1 0.0
H -2.397 -3.224 3.229 0.0 0.0 0.0
H 2.796 0.634 3.811 0.0 0.0 0.0
H -4.730 -2.784 2.429 0.0 0.0 0.0
H 1.970 2.035 -1.829 0.0 0.0 0.0
H -1.826 2.567 -4.253 0.0 0.0 0.0
H -2.683 2.758 -1.844 0.1 0.0 0.1
H 0.595 -8.439 -5.801 0.0 0.0 0.0
H -0.620 -8.108 -7.058 0.0 0.0 0.0
H -4.055 1.241 -0.084 0.0 0.0 0.0
H 3.937 1.692 -3.297 0.0 0.0 0.0
H -2.369 1.838 1.734 0.0 0.0 0.0

***

18
Properties=species:S:1:pos:R:3:forces:R:3 method="wB97M-V/def2-TZVPD" gap_ev=9.5658 e_tot_ha=-955.94777 de_lowest_kj_mol=43.80 charge=0 largest_force_ha_per_bohr=0.019
S 0.822 -0.189 -1.554 -0.1 0.1 0.3
S -0.260 -1.949 3.638 0.4 0.8 0.1
C 0.795 1.598 -1.237 0.6 -0.3 -0.2
C -0.398 0.368 2.001 0.4 0.4 -0.2
C -0.191 -1.126 1.981 -0.1 -0.6 0.7
C -0.074 -0.210 -3.102 0.1 0.0 -0.3
H -0.011 1.937 -0.599 -0.3 0.0 -0.1
H 0.525 0.903 2.230 0.1 -0.1 0.3
H -0.608 0.670 0.976 -0.4 0.1 0.1
H -1.072 0.196 -3.025 -0.4 0.0 0.2
H -1.017 -2.955 3.265 -0.4 -0.5 -0.2
H -1.165 0.722 2.689 -0.1 -0.2 -0.1
H 0.786 2.083 -2.214 0.0 0.2 0.2
H -0.971 -1.630 1.423 0.0 0.1 -0.3
H -0.119 -1.233 -3.457 -0.1 -0.2 0.1
H 0.777 -1.367 1.563 0.0 -0.1 -0.3
H 1.730 1.818 -0.724 0.0 0.2 -0.1
H 0.452 0.365 -3.853 0.2 0.1 -0.2

***

Please write out number 1 again, unchanged.
12
Properties=species:S:1:pos:R:3:forces:R:3 method="wB97M-V/def2-TZVPD" gap_ev=7.3373 e_tot_ha=-451.76925 de_lowest_kj_mol=552.67 charge=0 largest_force_ha_per_bohr=0.179
O -2.958 -0.452 0.283 3.7 -2.9 -2.1
O -0.888 -1.679 -0.317 -0.3 1.6 1.4
O 1.512 -1.985 0.063 0.9 5.4 2.2
N -1.092 0.493 -0.188 -2.1 6.8 -2.1
N 1.052 1.407 -0.095 2.6 3.3 1.7
C 0.221 0.320 -0.047 2.3 -1.3 -1.4
C -1.721 -0.595 -0.087 -8.3 -3.4 2.2
C 0.343 -1.027 -0.178 4.5 -2.1 1.2
H -1.808 1.173 -0.690 2.9 -0.8 1.8
H 0.806 2.388 0.405 0.2 -3.6 -1.3
H 2.446 -1.287 0.778 -4.4 -3.0 -3.1
H 2.088 1.244 0.071 -2.1 0.0 -0.4